{
  "formula": "C25H52OPSi2Tl",
  "method": "wB97M-V/def2-TZVPD",
  "e_lumo_ev": -8.892,
  "e_tot_ev": -58541.670,
  "total_charge": 2,
  "elements": ["Tl", "C", "Si", "C", "C", "C", "Si", "C", "C", "C", "H", "H", "H", "H", "H", "H", "H", "H", "H", "H", "H", "H", "H", "H", "H", "H", "H", "H", "H", "O", "P", "C", "C", "C", "C", "C", "C", "C", "C", "C", "C", "C", "C", "C", "C", "C", "C", "C", "C", "H", "H", "H", "H", "H", "H", "H", "H", "H", "H", "H", "H", "H", "H", "H", "H", "H", "H", "H", "H", "H", "H", "H", "H", "H", "H", "H", "H", "H", "H", "H", "H", "H"],
  "positions_angstrom": [[-1.0446, -1.2132, 1.6630], [-3.1463, 2.0765, 3.1399], [-3.1008, 0.4404, 4.0066], [-3.4036, 0.5212, 5.8585], [-4.1830, -0.8257, 3.1750], [-1.3165, -0.2289, 4.1456], [0.3654, 0.6607, 4.3870], [1.6834, -0.4151, 3.6143], [0.4054, 0.6072, 6.2576], [0.3703, 2.3756, 3.6873], [-4.1882, 2.3936, 3.0491], [-2.7431, 2.0121, 2.1253], [-2.6097, 2.8606, 3.6724], [-4.4397, 0.8599, 5.9633], [-2.7675, 1.2387, 6.3738], [-3.3165, -0.4510, 6.3426], [-5.2269, -0.5596, 3.3610], [-4.0305, -1.8371, 3.5545], [-4.0595, -0.8250, 2.0874], [-1.2818, -1.2615, 4.5103], [1.6587, -1.4428, 3.9798], [2.6626, 0.0022, 3.8626], [1.6197, -0.4227, 2.5205], [0.3701, -0.4049, 6.6595], [-0.3844, 1.2011, 6.7147], [1.3628, 1.0530, 6.5464], [0.0884, 2.4052, 2.6320], [1.3852, 2.7747, 3.7633], [-0.2858, 3.0522, 4.2349], [-0.8170, -0.2434, -0.2888], [0.3228, -0.1436, -1.3482], [1.5248, -1.4414, -0.8468], [0.9532, -2.8465, -0.5642], [1.1656, -3.8781, -1.6718], [2.6110, -3.8879, -2.1554], [3.0364, -2.5082, -2.6435], [2.9080, -1.4762, -1.5292], [-0.4838, 0.0201, -2.9891], [-1.9513, -0.4470, -2.9872], [-2.1043, -1.9235, -3.3242], [-1.5004, -2.2110, -4.6934], [-0.0165, -1.8705, -4.6991], [0.2648, -0.4349, -4.2613], [1.1977, 1.4255, -1.0559], [0.2022, 2.5260, -0.6365], [0.9421, 3.8578, -0.5629], [1.3749, 4.3214, -1.9649], [1.5383, 3.1410, -2.9294], [2.1055, 1.9098, -2.2253], [1.7141, -0.9859, 0.1414], [-0.1256, -2.7963, -0.3503], [1.4454, -3.2185, 0.3412], [0.4929, -3.6648, -2.5028], [0.8796, -4.8607, -1.2940], [2.7385, -4.6332, -2.9403], [3.2654, -4.1892, -1.3301], [2.4408, -2.2122, -3.5086], [4.0740, -2.5294, -2.9786], [3.1851, -0.4834, -1.8832], [3.6350, -1.7263, -0.7505], [-0.5060, 1.1159, -3.0201], [-2.4673, 0.1413, -3.7516], [-2.4224, -0.2034, -2.0362], [-3.1600, -2.1975, -3.3038], [-1.6061, -2.5368, -2.5598], [-2.0229, -1.6049, -5.4402], [-1.6479, -3.2531, -4.9782], [0.4102, -2.0178, -5.6925], [0.5008, -2.5685, -4.0427], [-0.0695, 0.2393, -5.0548], [1.3406, -0.2750, -4.1722], [1.8330, 1.2225, -0.1844], [-0.2582, 2.2666, 0.3189], [-0.6207, 2.6033, -1.3544], [1.8188, 3.7325, 0.0807], [0.3172, 4.6144, -0.0882], [2.3117, 4.8750, -1.8943], [0.6380, 5.0155, -2.3704], [2.1988, 3.4168, -3.7513], [0.5782, 2.8965, -3.3921], [3.0853, 2.1594, -1.8125], [2.2856, 1.1210, -2.9549]],
  "forces_ev_per_a": [[0.0334, 0.4141, 0.0078], [-0.0084, -0.0356, -0.0465], [-0.0096, 0.0006, 0.2448], [-0.0683, 0.0523, -0.0824], [0.0092, 0.0308, 0.0023], [0.0131, -0.3191, -0.6107], [-0.0448, -0.0632, 0.1834], [-0.0029, 0.0429, 0.0150], [0.1050, 0.0596, -0.0713], [0.0128, -0.0278, -0.0521], [0.0087, 0.0138, -0.0103], [-0.0122, 0.0150, -0.0062], [0.0101, -0.0109, 0.0209], [0.0090, -0.0063, 0.0545], [0.0024, 0.0208, -0.0116], [-0.0127, -0.0027, 0.0002], [-0.0056, -0.0262, -0.0081], [0.0095, -0.0027, 0.0070], [-0.0003, -0.0071, -0.0060], [-0.0403, 0.0407, 0.1385], [-0.0154, -0.0078, 0.0002], [0.0120, -0.0329, -0.0055], [0.0379, 0.0230, -0.0095], [0.0080, -0.0091, -0.0108], [-0.0054, 0.0132, -0.0024], [-0.0178, -0.0138, 0.0562], [0.0077, -0.0015, 0.0014], [-0.0105, 0.0178, -0.0026], [-0.0108, -0.0117, 0.0097], [0.0628, -0.1795, 0.2088], [-0.0395, -0.0108, -0.1317], [0.0182, 0.0355, 0.0809], [0.0054, -0.0102, -0.0261], [-0.0295, 0.0288, -0.0126], [0.0176, 0.0012, 0.0361], [0.0106, 0.0192, 0.0042], [-0.0079, 0.0095, 0.0005], [-0.0191, 0.0036, 0.0254], [0.0235, -0.0015, 0.0220], [0.0020, -0.0047, 0.0170], [-0.0225, 0.0312, -0.0246], [0.0141, 0.0035, 0.0037], [-0.0220, 0.0243, 0.0085], [0.0023, 0.0012, 0.0393], [-0.0444, -0.0321, -0.0234], [0.0125, 0.0105, 0.0018], [-0.0083, -0.0014, 0.0010], [0.0212, 0.0064, -0.0144], [-0.0064, 0.0078, 0.0115], [-0.0241, -0.0115, -0.0153], [-0.0033, 0.0128, 0.0403], [0.0060, 0.0041, 0.0028], [0.0066, -0.0261, -0.0022], [0.0081, 0.0021, 0.0143], [-0.0203, 0.0176, -0.0210], [0.0062, -0.0290, -0.0151], [-0.0139, -0.0086, -0.0172], [-0.0007, 0.0042, 0.0010], [0.0176, 0.0005, 0.0141], [-0.0144, -0.0282, 0.0044], [-0.0123, -0.0075, -0.0036], [0.0105, -0.0118, -0.0140], [-0.0211, 0.0167, -0.0155], [-0.0025, 0.0099, 0.0051], [0.0051, -0.0078, -0.0069], [-0.0034, -0.0213, -0.0136], [0.0106, -0.0102, 0.0226], [-0.0052, 0.0055, -0.0027], [0.0154, -0.0096, -0.0100], [0.0052, -0.0085, -0.0068], [0.0085, -0.0008, 0.0031], [0.0063, -0.0026, -0.0127], [0.0360, 0.0143, 0.0088], [-0.0037, -0.0025, 0.0068], [-0.0054, 0.0021, 0.0081], [-0.0066, -0.0010, -0.0025], [0.0042, -0.0051, 0.0055], [0.0043, 0.0003, -0.0047], [-0.0073, 0.0008, -0.0062], [-0.0016, -0.0001, 0.0084], [0.0012, -0.0023, -0.0014], [-0.0102, -0.0052, -0.0076]],
  "mulliken_charge": [0.960, -0.785, -0.111, -1.013, -1.026, -0.635, 0.004, -0.505, -1.052, -0.641, 0.410, 0.223, 0.350, 0.375, 0.326, 0.360, 0.389, 0.375, 0.354, 0.815, 0.355, 0.442, -0.168, 0.367, 0.335, 0.360, 0.086, 0.409, 0.384, -0.871, 0.901, 1.421, -0.748, -0.771, -1.071, -0.474, -0.975, 0.839, -1.292, -0.331, -1.278, -0.234, -1.028, -0.012, -0.571, -0.857, -0.812, -0.933, -0.959, -0.763, 0.019, 0.397, 0.244, 0.505, 0.440, 0.375, 0.137, 0.433, 0.265, 0.637, -0.034, 0.548, 0.348, 0.433, 0.051, 0.382, 0.426, 0.536, -0.180, 0.554, 0.357, 0.776, -0.090, 0.416, 0.368, 0.460, 0.305, 0.369, 0.522, 0.176, 0.474, 0.424]
}